#w
# C2H10N2O2

A 3-piece molecular cluster, C2H10N2O2 overall (the ωB97M-V functional and the def2-TZVPD basis, the OMol25 dataset).

Each line ends with the Mulliken charge.
CARTESIAN COORDINATES (ANGSTROEM)
N1 -0.97805 0.77379 -0.72204  -0.46
C1 -0.68437 1.17374 0.54304  -0.09
C2 -0.87500 0.33930 1.52994  -0.38
N2 -0.58818 0.44550 2.94490  -0.59
H1 -1.58209 -0.02029 -0.98972  0.21
H2 -0.12697 1.13341 -1.32748  0.24
H3 -0.66263 2.30235 0.61891  0.29
H4 -1.47095 -0.51607 1.28111  0.31
H5 0.32264 0.82223 3.18959  0.24
H6 -0.82041 -0.47480 3.30841  0.25
O1 1.06058 -0.54765 -3.53424  -0.64
H7 0.31149 -1.11837 -3.64321  0.30
H8 1.24152 -0.55875 -2.56333  0.32
O2 1.77766 -0.94589 -0.50509  -0.63
H9 1.75610 -1.93426 -0.48871  0.32
H10 1.31865 -0.87423 0.35791  0.31

As for the SMILES: N/C=C/N.O.O. The spin multiplicity is 1. The LUMO energy comes out at 0.5 eV. As for the highest occupied orbital energy: -7.42 eV. The orbital gap comes out at 7.940 eV.

***

#x
# C2H10N2O2

A 3-piece molecular cluster, C2H10N2O2 overall (the ωB97M-V functional and the def2-TZVPD basis, the OMol25 dataset).

Each line ends with the Mulliken charge.
CARTESIAN COORDINATES (ANGSTROEM)
N1 0.70473 0.52155 0.85978  -0.44
C1 -0.30630 1.03958 0.02099  -0.48
C2 -1.58636 1.14490 0.36367  0.00
N2 -2.49358 2.00688 -0.31567  -0.58
H1 0.38652 -0.13617 1.55344  0.19
H2 1.61069 0.55571 0.44916  0.25
H3 0.05129 1.54448 -0.87100  0.32
H4 -2.02944 0.71935 1.25456  0.26
H5 -3.17179 2.40619 0.30709  0.24
H6 -2.07884 2.78395 -0.80960  0.22
O1 2.77682 -1.96438 0.46566  -0.64
H7 3.12595 -2.58618 1.09594  0.30
H8 1.86412 -2.20382 0.21396  0.34
O2 0.15970 -1.83854 -1.19906  -0.64
H9 0.33605 -0.88217 -1.17932  0.32
H10 0.56524 -2.04036 -2.05972  0.34

As for the SMILES: N/C=C/N.O.O. The spin multiplicity is 1. The LUMO energy comes out at 0.9 eV. As for the highest occupied orbital energy: -7.06 eV. The orbital gap comes out at 7.912 eV.

***

Energetically preferred structure: #x | next structure: +0.0350 hartree

***

#w
# C2H9NO2

A 2-piece molecular cluster, C2H9NO2 overall (the ωB97M-V functional and the def2-TZVPD basis, the OMol25 dataset).

Each line ends with the Mulliken charge.
CARTESIAN COORDINATES (ANGSTROEM)
C1 -0.55562 -1.91010 0.23411  -0.77
N1 -0.13836 -1.94431 1.62452  -0.30
C2 -0.05526 -0.70876 2.31518  -0.33
O1 -0.97537 0.25120 1.84918  -0.54
H1 -0.66593 -0.87806 -0.07574  0.27
H2 -1.49332 -2.44425 0.05093  0.24
H3 0.11405 -2.34087 -0.51984  0.26
H4 -0.57229 -2.67873 2.14396  0.27
H5 -0.28268 -0.89027 3.36763  0.27
H6 0.94866 -0.27553 2.28161  0.30
H7 -0.59329 1.12707 2.00119  0.32
O2 1.05514 4.25377 -5.10586  -0.64
H8 1.58599 4.40253 -4.32175  0.32
H9 1.62830 4.03633 -5.84512  0.32

As for the SMILES: CNCO.O. The spin multiplicity is 1. The LUMO energy comes out at 0.9 eV. As for the highest occupied orbital energy: -8.72 eV. The orbital gap comes out at 9.637 eV.

***

#x
# C2H9NO2

A 2-piece molecular cluster, C2H9NO2 overall (the ωB97M-V functional and the def2-TZVPD basis, the OMol25 dataset).

Each line ends with the Mulliken charge.
CARTESIAN COORDINATES (ANGSTROEM)
N1 1.14890 -1.18264 -1.27560  -0.42
C1 0.62170 0.05483 -1.55228  -0.37
C2 -0.38349 0.51196 -0.42624  -0.48
O1 0.06185 0.58932 0.96935  -0.48
H1 1.58058 -1.31219 -0.27647  0.22
H2 1.10491 -1.77935 -2.10287  0.21
H3 1.24378 0.92334 -1.64358  0.23
H4 0.01548 0.04376 -2.52224  0.27
H5 -0.78695 1.54614 -0.64024  0.29
H6 -1.22581 -0.16020 -0.44515  0.29
H7 0.69181 1.28548 1.17280  0.25
O2 -1.68086 -0.27200 3.04861  -0.61
H8 -0.97797 -0.85153 2.75007  0.30
H9 -1.41392 0.60307 2.94384  0.29

As for the SMILES: NCCO.O. The spin multiplicity is 1. The LUMO energy comes out at 0.7 eV. As for the highest occupied orbital energy: -8.74 eV. The orbital gap comes out at 9.429 eV.

***

#y
# C2H9NO2

A 2-piece molecular cluster, C2H9NO2 overall (the ωB97M-V functional and the def2-TZVPD basis, the OMol25 dataset).

Each line ends with the Mulliken charge.
CARTESIAN COORDINATES (ANGSTROEM)
N1 -1.20143 -1.13991 -0.71051  -0.65
C1 -1.51760 0.25301 -0.45225  0.11
O1 -2.05871 0.56451 0.82477  -0.55
H1 -0.66046 -1.18155 -1.56454  0.26
H2 -0.63824 -1.60347 -0.02105  0.25
H3 -2.10865 0.74438 -1.23197  0.31
H4 -0.55809 0.77735 -0.44602  -0.04
H5 -2.48574 -0.23243 1.16189  0.31
C2 2.05307 0.52453 0.15199  -0.63
O2 1.40103 -0.70176 0.58496  -0.47
H6 1.48158 0.84485 -0.71444  0.20
H7 3.11128 0.37710 -0.02756  0.25
H8 1.92656 1.29682 0.91404  0.32
H9 1.25540 -0.52344 1.53070  0.32

As for the SMILES: NCO.CO. The spin multiplicity is 1. The LUMO energy comes out at 0.8 eV. As for the highest occupied orbital energy: -8.98 eV. The orbital gap comes out at 9.770 eV.

***

Energetically preferred structure: #w | next structure: +0.0111 hartree